Formula: C36H34N4O3PSTc
Source: the Open Molecules 2025 dataset
Level of theory: ωB97M-V/def2-TZVPD

As for the lowest unoccupied orbital energy (spin up / spin down): -3.6 / -4.3 eV. Its expectation value of S² is 3.797. The calculation puts the relative energy (zero: lowest compared OMol25 entry of this formula, charge and spin) at 0.0 kJ/mol. As for the multiplicity: 4. The charge is +1. As for the total energy: -72303.5778 eV. Its highest occupied orbital energy (spin up / spin down) is -10.29 / -10.33 eV.

Each line ends with the Mulliken spin population.
Geometry (Å):
C -1.21428 -1.28581 3.35841  -0.0258
C -5.37723 1.29290 0.03527  0.0052
H -2.31078 3.06883 -2.58762  -0.0029
C 1.66942 -3.43596 3.19257  -0.0001
C -2.02865 -0.59069 -2.08398  -0.0317
C -3.68635 -1.96581 -3.15496  -0.0080
C -2.37158 -1.63045 -2.96546  0.0434
H 6.17757 0.82664 -1.51689  0.0000
P 0.97245 -1.18335 1.56891  -0.0016
H 3.76568 0.23861 -1.61569  -0.0015
C -2.35503 -0.80376 3.98503  0.0471
H -3.96375 -2.76915 -3.82530  0.0004
H 2.14251 -5.06852 4.50129  0.0000
C -0.64242 3.79406 -1.87674  -0.0122
H -1.90890 2.69328 -4.76494  0.0001
N -0.06324 0.49779 -1.11716  -0.0786
C -4.37087 -0.20788 -1.61526  -0.0156
C 2.16798 -3.99371 4.36489  0.0000
C 0.51648 -2.56869 0.47157  0.0063
H -2.76698 -1.32934 4.83738  0.0021
S -1.46117 4.18389 -0.37791  0.0999
H -0.73703 -2.17772 3.74596  0.0020
C 5.87370 2.47527 -0.17182  -0.0003
C -4.67034 -1.25453 -2.47517  0.0375
H 1.02232 4.46037 -1.12201  0.0002
O 0.91360 2.18817 0.39190  0.0499
C -2.44253 0.98505 2.40676  0.0351
C -0.65926 -0.64995 2.24426  -0.0140
C 1.68842 -2.05515 3.01139  -0.0010
H 1.59792 2.62585 -3.19602  0.0005
H -2.07060 -4.33159 -0.83960  0.0001
H 5.27853 4.03985 1.17041  0.0001
H 2.58144 -2.84779 -0.05849  0.0002
N 0.64673 4.07416 -1.97300  0.0100
C -0.99691 2.97468 -4.24722  0.0011
H 2.28257 -0.17156 3.85506  0.0004
H -0.28387 2.15948 -4.35130  -0.0004
C 3.18021 1.81613 -0.28938  0.0012
C 1.56050 -3.17687 -0.23198  0.0011
O -5.45564 0.40034 -1.07678  -0.0004
C 4.94928 3.21083 0.55611  0.0001
C -0.01011 -4.60164 -1.36831  0.0010
H 2.60686 3.94341 -2.62312  -0.0004
C 1.30072 -4.19148 -1.14001  -0.0005
H 2.11608 -4.66191 -1.67537  0.0000
C 2.68547 -3.18063 5.36207  0.0003
N 1.32192 0.61977 -1.21517  0.0083
C -0.63523 -0.31825 -1.94976  0.1129
H 3.14093 -1.16421 5.95023  0.0000
C -0.78997 -2.98595 0.23925  0.0017
O -2.70627 1.18863 -0.63187  0.0738
C -3.02669 0.14689 -1.40436  0.0805
H -1.57857 -2.16003 -3.48348  -0.0007
H 1.46715 4.24629 -3.93031  0.0005
Tc -1.00482 1.73156 0.13099  2.7397
H -2.91458 1.90319 2.05475  -0.0026
C 1.62046 3.69735 -3.00608  -0.0005
C 1.74407 1.50877 -0.36945  -0.0110
C -1.31623 0.48867 1.75269  -0.1419
H 6.92547 2.72968 -0.12593  -0.0001
H 0.05279 -0.84579 -2.60450  -0.0106
C -2.95813 0.35753 3.52847  -0.0288
H 2.87401 3.43615 1.07969  -0.0001
C 2.72533 -1.80328 5.18027  -0.0002
C 4.11118 1.07128 -1.01627  -0.0023
H 3.06490 -3.61804 6.27748  0.0000
H 1.26405 -4.08069 2.42252  0.0002
H -1.60891 -2.52594 0.78377  0.0018
C 3.60328 2.87992 0.50191  0.0073
C 2.23891 -1.24655 4.00746  0.0012
H -0.21480 -5.39046 -2.08230  -0.0001
H -4.90054 2.23404 -0.23185  -0.0032
H -5.71978 -1.49361 -2.60251  0.0013
C -1.05054 -4.00314 -0.67595  -0.0019
H -4.84839 0.83669 0.86930  0.0015
N -1.34900 3.22019 -2.84540  0.0193
C 5.45360 1.40371 -0.95424  0.0010
H -0.60216 3.87005 -4.71915  0.0007
H -6.40787 1.48070 0.32120  0.0015
H -3.82450 0.76921 4.03085  0.0003

***

Formula: C5H10O4
Source: the Open Molecules 2025 dataset
Level of theory: ωB97M-V/def2-TZVPD

As for the lowest unoccupied orbital energy: 0.5 eV. The calculation puts the relative energy (zero: lowest compared OMol25 entry of this formula, charge and spin) at 236.9 kJ/mol. As for the multiplicity: 1. The charge is 0. As for the total energy: -13535.4373 eV. Its highest occupied orbital energy is -8.00 eV.

Each line ends with the Mulliken charge.
Geometry (Å):
H 1.22716 2.52976 1.30879  0.3696
O 0.13821 0.67209 2.39640  -0.6085
H -1.26452 -1.96218 -0.28160  0.3189
H 1.06232 -2.30454 -0.89491  0.3617
C -1.10434 0.65939 -1.09516  -1.2139
H 1.47843 1.61092 -0.06699  0.4380
C -0.13835 0.74967 1.23731  0.7191
H -0.83336 -0.00451 -1.92062  0.2987
H -2.41192 -1.15229 0.76645  0.3732
C -1.34213 -1.27113 0.56549  -1.3809
C -0.68830 0.04162 0.21286  0.2947
O 0.77069 2.17250 0.53338  -0.6290
H -0.63430 1.62327 -1.27099  0.3166
O 2.09612 0.53266 -0.74981  -0.6447
H -0.88823 -1.72931 1.44662  0.3416
O 1.33760 -1.47928 -1.31470  -0.4285
H 1.76157 -0.94418 0.63465  0.3846
H -2.18837 0.80920 -1.12379  0.3771
C 1.62173 -0.55365 -0.38337  0.3116

***

Formula: C9H16O3S
Source: the Open Molecules 2025 dataset
Level of theory: ωB97M-V/def2-TZVPD

As for the lowest unoccupied orbital energy (spin up / spin down): -0.3 / -2.0 eV. The calculation puts the relative energy (zero: lowest compared OMol25 entry of this formula, charge and spin) at 501.7 kJ/mol. As for the multiplicity: 1. The charge is 0. As for the total energy: -26564.1674 eV. Its highest occupied orbital energy (spin up / spin down) is -10.18 / -8.05 eV.

Each line ends with the Mulliken charge.
Geometry (Å):
H -2.01344 1.40366 -1.59678  0.3232
H -2.50558 0.38233 0.37859  0.4752
H 0.99490 2.04494 0.50200  0.4715
H -1.60249 -1.24608 -1.81774  0.3082
O 0.62783 0.46501 -2.38007  -0.3708
H 1.01848 0.18820 1.40755  0.2275
C 1.16210 1.67719 -0.44396  -2.1246
H 0.35413 -2.62451 3.88775  0.2540
H -0.07081 -2.74265 1.35200  0.3109
C -1.05702 -1.46607 -0.91001  -1.3758
O 2.67324 1.00431 -3.68986  -0.4508
H -1.98467 -1.78556 -0.29726  0.3711
C 0.39591 -1.88285 1.80664  -0.4039
H -1.80130 -0.73581 1.62884  0.4439
C -1.53134 0.15415 0.91787  -1.8854
H -1.37774 1.08318 1.51984  0.2596
O 1.83564 -1.04232 0.03270  -0.4501
C 0.06620 0.88104 -1.04337  1.6852
C -0.43074 -0.27128 -0.12643  1.1701
H 1.44410 2.46581 -1.05392  0.6190
C 0.83011 -0.81299 0.78333  0.2637
H -0.57443 2.70534 -1.89643  0.4845
H 2.11618 1.06201 -0.16653  0.3554
S 1.98198 -0.11516 -2.97976  0.4231
C -1.06639 1.96163 -1.24114  -1.5552
H 1.33382 -1.06629 3.61275  0.2099
H -0.21563 -2.25344 -0.98291  0.3056
H -1.33738 2.46911 -0.29186  0.3021
C 0.73437 -1.90293 3.08816  -0.6471